*w*
Computed, not measured: 10 unconnected molecules or ions with the total composition C17H54O10, with the ωB97M-V functional and the def2-TZVPD basis.

Each line ends with the Löwdin charge.
Geometry (Å):
C -1.63 -4.27 -1.11  -0.072
C -1.74 -3.07 -2.03  -0.336
O -2.00 -3.46 -3.37  -0.081
H -0.68 -4.77 -1.35  0.075
H -2.49 -4.94 -1.22  0.081
H -1.46 -3.99 -0.08  0.045
H -0.76 -2.55 -2.03  0.095
H -2.51 -2.35 -1.76  0.113
H -2.23 -2.65 -3.83  0.033
C -3.17 -0.50 2.83  -0.104
C -4.58 -0.18 2.47  -0.334
O -5.14 0.45 3.59  -0.078
H -2.53 0.33 3.13  0.090
H -2.63 -1.06 2.06  0.058
H -3.28 -1.19 3.69  0.083
H -5.13 -1.12 2.27  0.116
H -4.70 0.49 1.61  0.113
H -4.49 0.52 4.28  0.071
C 2.20 -3.45 0.79  -0.072
C 3.36 -3.10 1.70  -0.260
O 2.86 -2.88 3.05  -0.113
H 2.53 -3.49 -0.24  0.078
H 1.54 -2.58 0.72  0.052
H 1.59 -4.32 1.04  0.083
H 3.83 -2.19 1.38  0.101
H 4.08 -3.90 1.75  0.107
H 3.51 -3.03 3.74  0.096
C -0.45 5.15 -2.68  -0.093
C -1.58 4.14 -2.69  -0.313
O -1.82 3.60 -1.38  -0.081
H 0.31 4.70 -2.06  0.039
H -0.73 6.05 -2.14  0.079
H -0.05 5.34 -3.68  0.074
H -1.25 3.32 -3.37  0.101
H -2.46 4.65 -3.08  0.109
H -1.26 2.83 -1.28  0.038
C -0.17 -4.41 4.11  -0.088
C -0.81 -3.21 3.43  -0.315
O 0.03 -2.05 3.51  -0.090
H 0.01 -4.18 5.16  0.076
H 0.79 -4.65 3.64  0.060
H -0.82 -5.28 4.05  0.079
H -1.75 -3.02 3.96  0.100
H -1.03 -3.50 2.41  0.086
H 0.95 -2.32 3.47  0.028
C 3.55 2.38 -1.45  -0.078
C 3.19 3.21 -2.67  -0.301
O 2.17 2.46 -3.30  -0.101
H 4.37 2.84 -0.89  0.079
H 3.93 1.41 -1.84  0.093
H 2.66 2.26 -0.83  0.055
H 4.05 3.26 -3.36  0.113
H 2.83 4.24 -2.49  0.113
H 1.84 2.99 -4.02  0.085
C -0.79 -0.35 0.16  -0.075
C 0.31 0.00 -0.80  -0.276
O 0.28 1.37 -1.29  -0.106
H -0.73 -1.41 0.36  0.063
H -1.76 -0.07 -0.24  0.093
H -0.77 0.08 1.16  0.055
H 0.22 -0.64 -1.67  0.084
H 1.30 -0.16 -0.39  0.098
H 0.94 1.57 -1.97  0.043
C -1.40 0.16 -4.71  -0.129
O -2.27 -0.95 -4.87  -0.108
H -0.73 0.34 -5.56  0.088
H -1.89 1.09 -4.45  0.070
H -0.78 -0.08 -3.85  0.066
H -2.87 -0.83 -5.59  0.079
C 2.54 0.45 2.15  -0.160
O 1.60 1.46 2.28  -0.113
H 3.17 0.49 3.05  0.092
H 2.08 -0.53 2.24  0.056
H 3.13 0.61 1.26  0.072
H 0.78 1.17 1.84  0.070
C 1.12 4.74 0.91  -0.161
O 0.87 4.38 2.26  -0.123
H 0.63 5.70 0.82  0.075
H 2.22 4.85 0.75  0.084
H 0.68 4.08 0.15  0.053
H 1.27 3.52 2.40  0.029

Values from the calculation:
**HOMO level**: -9.63 eV
**HOMO-LUMO gap**: 10.00 eV
**Spin multiplicity**: 1
**Lowest unoccupied orbital energy**: 0.367 eV
**Structure (SMILES)**: CCO.CCO.CCO.CCO.CCO.CCO.CCO.CO.CO.CO

---

*x*
Computed, not measured: 10 unconnected molecules or ions with the total composition C17H54O10, with the ωB97M-V functional and the def2-TZVPD basis.

Each line ends with the Löwdin charge.
Geometry (Å):
C 2.33 -0.89 -3.89  -0.084
C 1.36 -0.11 -4.74  -0.303
O 0.94 1.13 -4.14  -0.114
H 1.83 -1.11 -2.92  0.068
H 3.26 -0.35 -3.75  0.075
H 2.55 -1.85 -4.41  0.089
H 0.39 -0.67 -4.87  0.124
H 1.74 0.13 -5.72  0.106
H 1.71 1.69 -3.93  0.106
C 1.78 1.17 -0.70  -0.067
C 1.02 2.54 -0.71  -0.321
O 1.78 3.57 -0.16  -0.042
H 2.02 0.85 0.36  0.076
H 2.70 1.39 -1.20  0.064
H 1.15 0.40 -1.11  0.038
H 0.09 2.37 -0.19  0.091
H 0.67 2.72 -1.76  0.113
H 1.30 4.37 -0.07  0.071
C -4.27 4.17 2.27  -0.063
C -3.24 3.36 1.58  -0.283
O -3.29 1.96 1.94  -0.127
H -5.24 4.32 1.77  0.085
H -3.96 5.13 2.52  0.048
H -4.51 3.66 3.21  0.085
H -2.23 3.65 1.76  0.090
H -3.31 3.31 0.50  0.114
H -2.94 1.31 1.32  0.054
C -5.99 1.13 -3.15  -0.079
C -6.11 -0.36 -2.81  -0.319
O -5.13 -0.99 -3.60  -0.101
H -5.02 1.50 -2.85  0.065
H -6.77 1.70 -2.63  0.072
H -6.17 1.30 -4.22  0.077
H -7.08 -0.78 -3.10  0.106
H -5.98 -0.63 -1.73  0.119
H -5.01 -1.91 -3.43  0.072
C 6.85 -2.57 1.01  -0.059
C 6.15 -3.61 0.13  -0.278
O 5.23 -4.46 0.81  -0.088
H 7.60 -3.04 1.60  0.067
H 6.14 -2.00 1.62  0.064
H 7.35 -1.89 0.36  0.068
H 6.91 -4.18 -0.38  0.103
H 5.58 -3.14 -0.63  0.096
H 5.58 -4.59 1.71  0.115
C -1.03 2.17 4.45  -0.091
C -1.97 1.14 5.06  -0.301
O -3.35 1.40 4.70  -0.114
H 0.03 1.89 4.54  0.075
H -1.08 3.16 4.91  0.077
H -1.19 2.37 3.39  0.039
H -1.95 1.20 6.11  0.089
H -1.69 0.09 4.88  0.090
H -3.38 1.49 3.70  0.050
C -1.11 -0.60 2.39  -0.071
C -0.75 -0.76 0.93  -0.263
O -1.77 0.03 0.26  -0.129
H -0.34 -0.76 3.14  0.075
H -2.10 -1.04 2.64  0.106
H -1.24 0.51 2.45  0.054
H -0.76 -1.70 0.36  0.113
H 0.23 -0.35 0.72  0.070
H -1.53 0.22 -0.68  0.048
C 3.39 -0.74 2.50  -0.170
O 4.35 -0.42 1.54  -0.136
H 2.52 -1.09 1.97  0.054
H 3.84 -1.45 3.20  0.082
H 3.14 0.15 3.08  0.081
H 4.13 -0.86 0.72  0.063
C -2.09 -0.69 -2.91  -0.124
O -0.95 0.00 -2.46  -0.143
H -2.99 -0.29 -2.42  0.071
H -2.13 -0.64 -4.03  0.108
H -2.03 -1.69 -2.61  0.061
H -0.44 0.48 -3.08  0.011
C 2.17 -3.85 -0.41  -0.187
O 2.74 -3.43 0.79  -0.125
H 1.12 -4.02 -0.14  0.079
H 2.26 -3.12 -1.22  0.063
H 2.49 -4.80 -0.85  0.080
H 3.67 -3.71 0.69  0.023

Values from the calculation:
**HOMO level**: -9.35 eV
**HOMO-LUMO gap**: 9.85 eV
**Spin multiplicity**: 1
**Lowest unoccupied orbital energy**: 0.499 eV
**Structure (SMILES)**: CCO.CCO.CCO.CCO.CCO.CCO.CCO.CO.CO.CO

---

Verdict on stability: *w* comes out on top.

---

*w*
Computed, not measured: a gas-phase ion, C3H9N4 (charge +1), with the ωB97M-V functional and the def2-TZVPD basis.

Each line ends with the Löwdin spin population.
Geometry (Å):
C -1.38 0.17 0.31  0.162
C -1.35 -1.21 -0.40  0.009
C 3.15 0.20 0.31  0.110
N -0.15 0.95 -0.36  0.480
N 0.94 0.57 -0.26  0.366
N 1.98 0.12 -0.39  0.594
N -2.58 0.92 0.13  0.157
H -1.01 -2.13 0.15  0.003
H -0.88 -1.33 -1.42  0.003
H -2.40 -1.44 -0.63  0.001
H 3.63 -0.76 -0.03  0.000
H 3.84 0.99 0.19  0.030
H 2.99 0.05 1.34  0.036
H -1.12 0.12 1.41  0.031
H -3.04 0.86 -0.79  0.010
H -2.62 1.91 0.43  0.009

Values from the calculation:
**HOMO level (alpha / beta)**: -11.33 / -14.63 eV
**HOMO-LUMO gap (alpha / beta)**: 7.38 / 5.91 eV
**Charge**: +1
**Spin multiplicity**: 3
**Lowest unoccupied orbital energy (alpha / beta)**: -3.946 / -8.726 eV

---

*x*
Computed, not measured: a gas-phase ion, C3H9N4 (charge +1), with the ωB97M-V functional and the def2-TZVPD basis.

Each line ends with the Löwdin spin population.
Geometry (Å):
C -0.10 -0.54 0.76  0.523
C 1.19 -1.25 -0.85  0.087
C 0.41 -0.03 -1.46  0.039
N 0.79 -1.44 0.51  0.694
N -0.41 0.26 -0.34  0.395
N -0.82 -0.18 2.00  0.066
N -0.76 1.61 0.04  0.042
H 1.09 -2.13 -1.33  0.021
H 2.30 -0.97 -0.99  0.047
H 1.09 0.78 -1.88  0.018
H -0.24 -0.27 -2.34  0.022
H -1.71 -0.58 1.94  0.017
H -0.40 -0.25 2.96  0.009
H 0.04 2.22 -0.21  0.012
H -0.96 0.80 1.71  0.006
H -1.50 1.97 -0.51  0.004

Values from the calculation:
**HOMO level (alpha / beta)**: -9.68 / -14.49 eV
**HOMO-LUMO gap (alpha / beta)**: 6.42 / 8.09 eV
**Charge**: +1
**Spin multiplicity**: 3
**Lowest unoccupied orbital energy (alpha / beta)**: -3.260 / -6.406 eV

---

Verdict on stability: *x* comes out on top.

---

*w*
Computed, not measured: 2 unconnected molecules or ions with the total composition C3H11NOS2, with the ωB97M-V functional and the def2-TZVPD basis.

Each line ends with the Löwdin charge.
Geometry (Å):
N 0.91 2.06 -0.63  -0.041
C 0.77 0.56 -0.69  -0.357
C 0.91 -0.09 0.61  -0.340
C 1.20 -1.63 0.20  -0.510
S 1.94 -2.48 1.73  0.337
S 0.60 -1.89 3.11  0.262
H 0.48 2.52 0.23  0.095
H 1.84 2.26 -0.61  0.002
H 1.59 0.37 -1.47  0.129
H -0.26 0.50 -1.33  0.155
H -0.06 0.24 1.17  0.130
H 1.65 0.29 1.25  0.069
H 1.87 -1.94 -0.62  0.057
H 0.14 -2.23 -0.09  0.130
H -0.44 -2.85 2.77  -0.117
O -4.36 1.73 -1.78  -0.077
H -4.90 1.10 -1.26  0.047
H -3.88 1.49 -2.58  0.029

Values from the calculation:
**HOMO level**: -8.81 eV
**HOMO-LUMO gap**: 9.31 eV
**Spin multiplicity**: 1
**Lowest unoccupied orbital energy**: 0.504 eV
**Structure (SMILES)**: NCCCSS.O

---

*x*
Computed, not measured: 2 unconnected molecules or ions with the total composition C3H11NOS2, with the ωB97M-V functional and the def2-TZVPD basis.

Each line ends with the Löwdin charge.
Geometry (Å):
N -0.36 -1.37 -1.60  -0.012
C -0.94 -0.04 -1.44  -0.309
C 0.09 1.01 -1.02  -0.290
C 0.86 0.85 0.26  -0.490
S 0.68 2.41 1.25  0.388
S -0.12 2.07 3.05  0.275
H -0.92 -1.96 -2.20  0.071
H 0.60 -1.37 -1.92  0.066
H -1.90 -0.09 -0.88  0.116
H -1.48 0.23 -2.36  0.101
H -0.41 1.97 -1.12  0.086
H 0.74 0.99 -1.92  0.115
H 1.93 0.91 0.03  0.061
H 0.79 -0.04 0.88  0.053
H 0.64 1.08 3.57  -0.192
O -0.41 -2.21 1.98  -0.050
H 0.42 -2.42 2.37  0.014
H -0.20 -2.03 1.06  0.000

Values from the calculation:
**HOMO level**: -8.26 eV
**HOMO-LUMO gap**: 8.97 eV
**Spin multiplicity**: 1
**Lowest unoccupied orbital energy**: 0.710 eV
**Structure (SMILES)**: NCCCSS.O

---

Verdict on stability: *x* comes out on top.

---

*w*
Computed, not measured: 2 unconnected molecules or ions with the total composition C3H11NOS2, with the ωB97M-V functional and the def2-TZVPD basis.

Each line ends with the Löwdin charge.
Geometry (Å):
C -0.47 3.03 1.11  -0.479
S -0.30 1.25 1.43  0.468
S 0.39 0.69 -0.47  0.529
C -0.11 -1.06 -0.52  -0.553
C -1.30 -1.51 0.29  -0.368
N -1.73 -2.89 -0.08  -0.002
H -0.89 3.46 2.03  0.032
H 0.51 3.49 1.02  0.029
H -1.19 3.13 0.31  0.025
H 0.81 -1.61 -0.32  0.068
H -0.30 -1.20 -1.58  0.069
H -2.13 -0.89 -0.04  0.102
H -1.17 -1.31 1.32  0.058
H -0.92 -3.44 -0.34  0.059
H -2.02 -3.32 0.78  0.056
O 3.82 0.44 -1.50  -0.080
H 4.12 1.19 -2.03  0.035
H 2.86 0.55 -1.43  -0.048

Values from the calculation:
**HOMO level**: -8.15 eV
**HOMO-LUMO gap**: 8.60 eV
**Spin multiplicity**: 1
**Lowest unoccupied orbital energy**: 0.445 eV
**Structure (SMILES)**: CSSCCN.O

---

*x*
Computed, not measured: 2 unconnected molecules or ions with the total composition C3H11NOS2, with the ωB97M-V functional and the def2-TZVPD basis.

Each line ends with the Löwdin charge.
Geometry (Å):
C -1.09 1.43 0.26  -0.090
C -0.57 0.24 1.07  -0.531
N -0.99 0.29 2.47  0.031
C 0.96 0.14 1.00  -0.543
S 1.57 -0.23 -0.66  0.432
S 2.31 -2.15 -0.54  0.310
H -0.84 1.35 -0.79  0.059
H -0.70 2.37 0.69  0.082
H -2.18 1.50 0.32  0.078
H -0.96 -0.66 0.59  0.127
H -1.72 -0.37 2.69  0.068
H -1.37 1.21 2.69  0.064
H 1.28 -0.59 1.72  0.062
H 1.42 1.11 1.28  0.074
H 1.15 -2.81 -0.72  -0.205
O 0.35 -0.80 -3.72  -0.093
H 0.47 -1.72 -3.99  0.040
H 0.89 -0.30 -4.35  0.035

Values from the calculation:
**HOMO level**: -8.74 eV
**HOMO-LUMO gap**: 9.34 eV
**Spin multiplicity**: 1
**Lowest unoccupied orbital energy**: 0.595 eV
**Structure (SMILES)**: C[C@H](N)CSS.O

---

Verdict on stability: *x* comes out on top.